This record from the OMol25 dataset describes a structure of composition C8H6O6Pb in a non-equilibrium geometry. The level of theory is ωB97M-V/def2-TZVPD.

Structure (ORCA input):
```
! wB97M-V def2-TZVPD RIJCOSX def2/J DEFGRID3
* xyz 2 1
O 0.00178 3.48947 -1.59572
C 0.00301 2.34897 -1.58626
Pb -0.00007 -0.01234 -1.51234
O 0.00024 0.00021 -5.11241
C 0.00011 0.00104 -3.97271
C -0.00311 -2.34129 -1.58617
O -0.00199 -3.48807 -1.59626
C -2.33802 0.00064 -1.58659
O -3.48489 0.00275 -1.59698
C 2.33793 0.00085 -1.58642
O 3.48496 -0.00271 -1.59638
C -1.10559 0.70999 2.48884
C -0.00002 -0.00009 1.88227
C 1.10561 -0.71003 2.48863
O -0.00008 0.00059 0.64830
H -0.95782 0.61502 3.58278
H -2.07780 0.26649 2.16310
H -1.10620 1.77917 2.16421
H 1.10628 -1.77921 2.16426
H 2.07779 -0.26646 2.16298
H 0.95787 -0.61499 3.58288
*
```

Calculated values
HOMO-LUMO gap: 8.0 eV
relative energy (zero: lowest compared OMol25 entry of this formula, charge and spin): 88.0 kcal per mole

=====

This record from the OMol25 dataset describes a structure of composition C8H7AuN4O. The level of theory is ωB97M-V/def2-TZVPD.

Structure (ORCA input):
```
! wB97M-V def2-TZVPD RIJCOSX def2/J DEFGRID3
* xyz 0 1
Au -0.64607 -0.01028 0.05082
O 1.75745 0.33144 0.22291
C 2.46401 0.05647 1.41932
C 1.48885 0.01977 2.57303
C 1.95980 -0.00739 3.87921
C 1.04627 -0.06223 4.91365
C -0.30864 -0.07737 4.61087
C -0.68845 -0.04020 3.28566
N 0.19528 0.00390 2.28115
H 2.20685 -0.08254 -0.52012
H 3.20878 0.83702 1.59613
H 2.98214 -0.90367 1.34992
H 3.02438 0.01796 4.07119
H 1.38088 -0.08726 5.94186
H -1.06177 -0.11310 5.38438
H -1.73168 -0.04290 2.99915
N -6.05325 2.24413 -0.37020
C -5.41876 1.28073 -0.42857
N -4.77275 0.12057 -0.44879
C -3.53333 0.06754 -0.69892
N -2.40684 -0.12342 -0.98126
*
```

Calculated values
HOMO-LUMO gap: 8.1 eV
relative energy (zero: lowest compared OMol25 entry of this formula, charge and spin): 0.0 kcal per mole

=====

This record from the OMol25 dataset describes a structure of composition C8H7BrI3N4O3Pd. The level of theory is ωB97M-V/def2-TZVPD.

Structure (ORCA input):
```
! wB97M-V def2-TZVPD RIJCOSX def2/J DEFGRID3
* xyz 1 1
Pd -0.29285 -0.30304 -0.01570
O 3.58974 -0.10366 0.10532
N 2.40342 -0.23284 0.11440
O 1.72933 -0.38800 1.19239
O 1.70897 -0.23895 -0.96415
Br 0.13978 6.29308 -0.05971
C 0.02134 4.43179 -0.04495
C -0.13050 3.75273 1.15696
C -0.23431 2.37932 1.12467
N -0.19183 1.69349 -0.02699
C -0.02024 2.34630 -1.18557
C 0.08805 3.71880 -1.23498
H -0.16113 4.27737 2.10014
H -0.34550 1.79898 2.03114
H 0.04325 1.74041 -2.07899
H 0.23136 4.21722 -2.18207
I -1.30565 -6.28141 -0.90703
C -0.52252 -4.48337 -0.31419
C 0.65945 -4.25900 0.36440
N 0.77602 -2.93738 0.53510
N -0.27980 -2.29040 0.02016
C -1.07496 -3.21682 -0.50987
H 1.40835 -4.94247 0.72648
H 1.46887 -2.40038 1.04743
H -1.99620 -2.94780 -0.99919
I -2.91305 0.09050 0.10416
I -4.79937 -1.71448 -0.09936
*
```

Calculated values
HOMO-LUMO gap: 6.3 eV
relative energy (zero: lowest compared OMol25 entry of this formula, charge and spin): 2.7 kcal per mole

=====

This record from the OMol25 dataset describes the molecule C8H7ClN2O2 in a non-equilibrium geometry. The level of theory is ωB97M-V/def2-TZVPD.

Structure (ORCA input):
```
! wB97M-V def2-TZVPD RIJCOSX def2/J DEFGRID3
* xyz 0 1
C -0.17664 1.39661 0.10925
C -0.85794 -2.05561 0.20233
C -1.09616 0.32699 -0.09110
C -0.28151 -0.91274 -0.14352
C 1.06294 0.94202 -0.14178
C -2.45587 0.20317 -0.17745
C 2.31278 1.72078 -0.04273
C -2.32775 -1.86344 0.51355
N 1.02830 -0.45465 -0.30871
N 3.49446 1.04061 -0.48652
O 2.43543 2.83761 0.34710
O -3.08700 -1.01741 -0.29335
Cl -3.52252 1.50498 -0.27614
H -0.51203 2.48970 0.10289
H -0.35948 -2.91294 0.34266
H -2.74453 -2.89243 0.52642
H -2.38950 -1.36061 1.53191
H 1.72289 -1.12296 -0.04214
H 3.40654 0.55658 -1.36020
H 4.34759 1.57373 -0.31247
*
```

Calculated values
HOMO-LUMO gap: 7.4 eV
relative energy (zero: lowest compared OMol25 entry of this formula, charge and spin): 0.0 kcal per mole

=====

This record from the OMol25 dataset describes the molecule C8H7FN4O in a non-equilibrium geometry. The level of theory is ωB97M-V/def2-TZVPD.

Structure (ORCA input):
```
! wB97M-V def2-TZVPD RIJCOSX def2/J DEFGRID3
* xyz 0 1
C -0.74231 2.07604 -0.61005
C 0.15644 1.65509 0.28300
C -1.87433 1.30093 -0.95754
C 0.00605 0.43688 1.11398
C -2.39967 -1.93958 0.02370
C -1.83971 0.00045 -0.58009
C -0.93498 -0.50840 0.50549
C 1.97687 -0.40023 0.20578
N -2.68391 -1.04555 -0.84518
N -1.25021 -1.70591 0.82460
N 3.15897 -1.06038 0.43920
N 1.53872 0.10072 -0.89888
O 1.24111 -0.23240 1.33522
F 2.28699 -0.31003 -1.97081
H -0.72746 2.92111 -1.20816
H 1.09322 2.24746 0.67091
H -2.56272 1.83112 -1.61877
H -0.19268 0.51601 2.23208
H -2.92724 -2.88036 0.15916
H 3.54356 -1.43775 -0.40509
H 3.13331 -1.56521 1.30145
*
```

Calculated values
HOMO-LUMO gap: 7.6 eV
relative energy (zero: lowest compared OMol25 entry of this formula, charge and spin): 0.0 kcal per mole

=====

This record from the OMol25 dataset describes the molecule C8H7FO in a non-equilibrium geometry. The level of theory is ωB97M-V/def2-TZVPD.

Structure (ORCA input):
```
! wB97M-V def2-TZVPD RIJCOSX def2/J DEFGRID3
* xyz 0 1
C 1.32913 -2.08853 -0.38322
C 0.16552 -2.21318 0.35699
C 1.64959 -0.87568 -0.97075
C -0.67729 -1.12812 0.51855
C 0.81243 0.21372 -0.81542
C -0.35276 0.08881 -0.06802
C -0.77517 2.53832 0.71052
C -1.23190 1.27014 0.12291
O -1.09100 2.39070 -0.65415
F -2.53168 0.94192 0.39511
H 1.98446 -2.93791 -0.50614
H -0.08839 -3.15893 0.81170
H 2.55252 -0.77757 -1.55443
H -1.58778 -1.22087 1.09043
H 1.04444 1.15954 -1.28196
H -1.47745 3.12547 1.28876
H 0.27534 2.67217 0.93911
*
```

Calculated values
HOMO-LUMO gap: 10.4 eV
relative energy (zero: lowest compared OMol25 entry of this formula, charge and spin): 0.0 kcal per mole

=====

This record from the OMol25 dataset describes the ion C8H7N2O2 with charge +1 in a non-equilibrium geometry. The level of theory is ωB97M-V/def2-TZVPD.

Structure (ORCA input):
```
! wB97M-V def2-TZVPD RIJCOSX def2/J DEFGRID3
* xyz 1 1
C -2.18133 -0.41437 -0.97010
C -1.45182 0.15844 0.16408
C -3.52161 -0.49454 0.79403
C 0.55178 1.48792 -0.24780
C -0.95146 1.62686 -0.06398
C -0.16409 -0.65788 0.49182
C 0.95275 0.20587 0.01230
C 2.32530 -0.43349 0.00343
N -2.40324 0.01424 1.21213
N -3.35426 -0.78641 -0.57725
O -1.63278 2.59966 -0.09180
O -0.21289 -1.74049 0.93085
H -1.90615 -0.30286 -2.02321
H 1.06256 2.45327 -0.57663
H 2.26014 -1.31888 0.59543
H 3.05058 0.29729 0.33127
H 2.72198 -0.69282 -0.99816
H -2.35325 0.40636 2.13782
H -4.07089 -1.23991 -1.23317
*
```

Calculated values
HOMO-LUMO gap: 7.8 eV
relative energy (zero: lowest compared OMol25 entry of this formula, charge and spin): 31.8 kcal per mole

=====

This record from the OMol25 dataset describes a structure of composition C8H7N2O3P in a non-equilibrium geometry. The level of theory is ωB97M-V/def2-TZVPD.

Structure (ORCA input):
```
! wB97M-V def2-TZVPD RIJCOSX def2/J DEFGRID3
* xyz -2 1
C -2.82317 1.19640 0.19939
C -3.06492 -0.10076 -0.05844
C -1.47092 1.58724 0.19073
C -2.10152 -1.03881 -0.17112
C 0.94146 1.15200 0.17529
C -0.42797 0.63390 0.12757
C -0.71963 -0.77753 -0.03559
C 1.44377 -1.68259 -0.03088
N 0.06272 -1.81365 -0.24113
N 2.04936 -0.79062 -0.99444
O 4.07633 -0.64740 0.81389
O 3.73565 1.22152 -0.96247
O 1.77458 1.05041 1.07733
P 3.23603 -0.00554 -0.33543
H -3.74025 1.89378 0.21266
H -4.09446 -0.25298 -0.29496
H -1.25215 2.61475 0.44202
H -2.34276 -2.14033 -0.17336
H 1.14080 1.84392 -0.65910
H 1.56842 -1.25658 0.98635
H 2.00864 -2.68712 -0.26829
*
```

Calculated values
HOMO-LUMO gap: 5.6 eV

=====

This record from the OMol25 dataset describes the molecule C8H7N3O in a non-equilibrium geometry. The level of theory is ωB97M-V/def2-TZVPD.

Structure (ORCA input):
```
! wB97M-V def2-TZVPD RIJCOSX def2/J DEFGRID3
* xyz 0 1
C 1.35175 -1.23627 -2.35715
C 0.38704 -0.03356 -0.41065
C -0.90398 -0.24593 -0.84176
C -1.96052 -0.05404 0.00982
C -1.69934 0.36744 1.29352
C -0.40233 0.51221 1.76823
C 0.62042 0.23297 0.89969
C -2.76510 0.56069 2.25143
H 0.63269 -1.24946 -3.18892
H 2.31814 -1.05385 -2.83349
H 1.47806 -2.25999 -1.92836
H -1.10130 -0.42652 -1.95614
H -3.01889 -0.26631 -0.29732
H -0.28703 0.73418 2.84590
H 1.62513 0.41025 1.33367
N 1.35418 -0.23287 -1.40698
N 2.56578 0.29026 -1.06708
N -3.61241 0.53890 3.08751
O 3.55410 -0.08542 -1.74353
*
```

Calculated values
HOMO-LUMO gap: 9.1 eV
relative energy (zero: lowest compared OMol25 entry of this formula, charge and spin): 96.0 kcal per mole

=====

This record from the OMol25 dataset describes the molecule C8H7NO in a non-equilibrium geometry. The level of theory is ωB97M-V/def2-TZVPD.

Structure (ORCA input):
```
! wB97M-V def2-TZVPD RIJCOSX def2/J DEFGRID3
* xyz 0 1
C -1.85837 -0.98426 -0.38913
C -2.09375 0.37768 -0.50694
C -0.56942 -1.44696 -0.19019
C -1.05766 1.28534 -0.41695
C 0.47738 -0.54717 -0.10286
C 0.25109 0.83980 -0.20962
C 1.89420 -0.91410 0.13612
C 2.79573 0.21434 0.18139
N 1.33382 1.68182 -0.19579
O 2.83302 -0.55262 -0.90810
H -2.67669 -1.68277 -0.45661
H -3.09917 0.74394 -0.66471
H -0.38236 -2.50740 -0.10275
H -1.24428 2.34529 -0.51748
H 2.12831 -1.84024 0.65251
H 3.62808 0.60837 0.72096
H 1.38515 2.34523 0.56510
*
```

Calculated values
HOMO-LUMO gap: 9.0 eV
relative energy (zero: lowest compared OMol25 entry of this formula, charge and spin): 55.3 kcal per mole

=====

This record from the OMol25 dataset describes the molecule C8H7NO2 in a non-equilibrium geometry. The level of theory is ωB97M-V/def2-TZVPD.

Structure (ORCA input):
```
! wB97M-V def2-TZVPD RIJCOSX def2/J DEFGRID3
* xyz 0 1
C -1.96445 -0.78025 -0.33953
C -1.96108 0.53717 0.12198
C -0.86663 -1.54409 -0.08674
C -0.71402 1.14702 0.50079
C 0.40300 -0.98194 0.24124
C 0.44922 0.41063 0.31598
C 1.45496 -1.84102 0.00156
C 1.80864 1.18957 0.19992
N 2.00816 -2.87451 0.21764
O 2.77581 0.33859 -0.23249
O 1.60667 2.33744 -0.52429
H -2.89604 -1.23316 -0.77391
H -2.81898 1.08147 -0.06499
H -0.88426 -2.59297 -0.37409
H -0.75738 2.18122 0.99208
H 2.11102 1.51696 1.26073
H 2.69272 -3.36502 -0.30374
H 2.46263 2.51404 -0.95380
*
```

Calculated values
HOMO-LUMO gap (alpha / beta): 6.5 / 6.5 eV
relative energy (zero: lowest compared OMol25 entry of this formula, charge and spin): 103.8 kcal per mole

=====

What did the ninth record say?
This record from the OMol25 dataset describes the molecule C8H7N3O in a non-equilibrium geometry. The level of theory is ωB97M-V/def2-TZVPD.

Structure (ORCA input):
```
! wB97M-V def2-TZVPD RIJCOSX def2/J DEFGRID3
* xyz 0 1
C 1.35175 -1.23627 -2.35715
C 0.38704 -0.03356 -0.41065
C -0.90398 -0.24593 -0.84176
C -1.96052 -0.05404 0.00982
C -1.69934 0.36744 1.29352
C -0.40233 0.51221 1.76823
C 0.62042 0.23297 0.89969
C -2.76510 0.56069 2.25143
H 0.63269 -1.24946 -3.18892
H 2.31814 -1.05385 -2.83349
H 1.47806 -2.25999 -1.92836
H -1.10130 -0.42652 -1.95614
H -3.01889 -0.26631 -0.29732
H -0.28703 0.73418 2.84590
H 1.62513 0.41025 1.33367
N 1.35418 -0.23287 -1.40698
N 2.56578 0.29026 -1.06708
N -3.61241 0.53890 3.08751
O 3.55410 -0.08542 -1.74353
*
```

Calculated values
HOMO-LUMO gap: 9.1 eV
relative energy (zero: lowest compared OMol25 entry of this formula, charge and spin): 96.0 kcal per mole

=====

What did the second record say?
This record from the OMol25 dataset describes a structure of composition C8H7AuN4O. The level of theory is ωB97M-V/def2-TZVPD.

Structure (ORCA input):
```
! wB97M-V def2-TZVPD RIJCOSX def2/J DEFGRID3
* xyz 0 1
Au -0.64607 -0.01028 0.05082
O 1.75745 0.33144 0.22291
C 2.46401 0.05647 1.41932
C 1.48885 0.01977 2.57303
C 1.95980 -0.00739 3.87921
C 1.04627 -0.06223 4.91365
C -0.30864 -0.07737 4.61087
C -0.68845 -0.04020 3.28566
N 0.19528 0.00390 2.28115
H 2.20685 -0.08254 -0.52012
H 3.20878 0.83702 1.59613
H 2.98214 -0.90367 1.34992
H 3.02438 0.01796 4.07119
H 1.38088 -0.08726 5.94186
H -1.06177 -0.11310 5.38438
H -1.73168 -0.04290 2.99915
N -6.05325 2.24413 -0.37020
C -5.41876 1.28073 -0.42857
N -4.77275 0.12057 -0.44879
C -3.53333 0.06754 -0.69892
N -2.40684 -0.12342 -0.98126
*
```

Calculated values
HOMO-LUMO gap: 8.1 eV
relative energy (zero: lowest compared OMol25 entry of this formula, charge and spin): 0.0 kcal per mole